Below is the ion C4H12N3 with charge +1, with properties calculated with ωB97M-V with the def2-TZVPD basis set.

Geometry as XYZ:
```
19
Properties=species:S:1:pos:R:3:forces:R:3:nbo_charge:R:1
N 1.965 0.342 2.132 -0.20 0.50 -0.02 -0.8201
C 0.821 -0.268 1.685 -1.20 -0.22 0.28 0.0439
C 0.307 -0.104 0.444 1.06 1.62 1.17 0.0290
N 0.521 1.351 -0.032 -1.26 -0.38 -2.27 -0.7123
C -0.562 -1.037 -0.292 -0.55 -1.26 0.17 -0.4878
C -1.731 -0.348 -1.127 2.18 -1.82 1.02 -0.1984
N -1.397 -0.213 -2.508 0.06 0.81 -0.82 -0.8442
H 2.798 0.136 1.610 0.08 0.13 -0.12 0.4047
H 2.145 0.416 3.121 -0.19 -0.19 0.01 0.4133
H 0.130 -0.743 2.394 0.91 -0.81 -0.05 0.2145
H 1.447 1.745 -0.179 0.15 -0.11 0.48 0.4522
H 0.027 1.501 -0.930 0.55 -0.55 -0.21 0.4395
H -0.097 1.961 0.505 0.75 0.10 0.93 0.4419
H -0.921 -1.723 0.504 -0.30 0.43 -0.11 0.2586
H 0.081 -1.768 -0.819 -0.40 0.58 -0.54 0.2402
H -2.653 -0.925 -1.047 0.05 0.42 0.29 0.2387
H -1.716 0.554 -0.519 -1.41 0.77 -0.72 0.1431
H -1.728 -0.946 -3.115 -0.36 -0.07 0.21 0.3909
H -0.419 -0.103 -2.738 0.06 0.05 0.29 0.3522
```
Forces are in eV/Å.

Computed properties:
- SMILES = N/C=C(\[NH3+])CCN
- total charge = +1
- strongest force on any atom (eV/A) = 3.0
- HOMO energy (eV) = -12.671
- ΔE to the lowest compared entry with this formula, charge and spin (eV) = 3.352